1.
Molecular formula: C4H8NS
Method: DFT, the ωB97M-V functional and the def2-TZVPD basis

The relative energy (zero: lowest compared OMol25 entry of this formula, charge and spin) comes out at 170.2 kJ/mol. As for the HOMO-LUMO gap: 10.03 eV. The total energy is -609.8051 hartree. For the LUMO energy, the calculation gives -3.82 eV. Its strongest force on any atom is 3.93 eV Å⁻¹.

```
! wB97M-V def2-TZVPD RIJCOSX def2/J DEFGRID3
* xyz 1 1
S -1.813 0.078 -1.150
N -0.312 -0.778 0.644
C -1.602 -1.410 -0.066
C -0.503 0.580 0.050
C 0.882 0.959 -0.658
C 1.994 1.354 -0.065
H 0.580 -1.296 0.408
H 2.015 1.544 0.957
H -0.667 1.375 0.800
H -0.392 -0.755 1.724
H -2.488 -1.691 0.450
H 0.816 0.936 -1.693
H 2.818 1.466 -0.684
H -1.328 -2.362 -0.715
*
```


2.
Molecular formula: C25H36BF2N4O5P
Method: DFT, the ωB97M-V functional and the def2-TZVPD basis

As for the HOMO-LUMO gap: 7.50 eV. The total energy is -2135.3310 hartree. For the LUMO energy, the calculation gives -0.87 eV. Its strongest force on any atom is 4.39 eV Å⁻¹.

```
! wB97M-V def2-TZVPD RIJCOSX def2/J DEFGRID3
* xyz 0 1
P 4.530 4.285 2.970
F -1.709 -0.875 4.915
F 4.891 -0.285 1.501
O 4.306 5.819 2.289
O -1.292 -2.735 0.733
O -2.291 -0.948 -0.564
O -2.607 -4.875 -3.696
O 4.353 4.396 4.662
N 3.377 2.051 1.766
N 0.524 2.858 2.457
N -5.010 -4.138 -5.068
N 1.313 6.070 2.969
C 2.269 1.277 1.445
C -2.239 0.524 2.970
C -2.037 -1.210 -1.972
C 1.094 5.902 5.973
C 1.079 7.130 3.786
C -0.224 0.787 1.331
C 1.649 3.548 2.781
C 1.427 4.866 3.601
C -0.908 -0.273 -2.558
C -3.718 -4.018 -5.752
C -2.074 -6.149 -4.019
C 1.329 4.770 5.056
C -1.129 -0.335 3.714
C 3.066 3.188 2.439
C 4.473 0.492 -0.856
C 4.030 -0.399 0.383
C -3.575 -5.168 -6.744
C 2.535 -0.024 0.730
C 1.756 -2.273 -0.443
C -1.711 1.227 1.634
C 0.043 -0.481 0.644
C 0.899 1.704 1.776
C -2.550 -3.924 -4.751
C 0.966 7.199 5.242
C 1.463 -0.933 0.315
B -1.229 -1.408 0.256
H -3.008 -1.080 -2.520
H -1.779 2.336 1.821
H -1.574 -3.270 -0.039
H -1.747 -6.620 -3.091
H -2.846 -6.784 -4.457
H -3.186 -0.061 2.809
H -0.800 -1.223 3.116
H -2.381 1.042 0.745
H -2.503 1.341 3.707
H -1.215 -6.076 -4.692
H -1.713 -2.297 -2.029
H 0.922 -3.014 -0.378
H 4.762 -0.202 -1.703
H -0.655 0.566 -1.847
H 2.040 -2.068 -1.519
H 5.343 1.165 -0.651
H 3.566 1.045 -1.223
H -3.777 -6.139 -6.291
H 2.654 -2.773 0.032
H -2.570 -5.192 -7.173
H -1.579 -3.964 -5.260
H 0.756 8.156 5.787
H -4.933 -4.910 -4.407
H -2.604 -2.945 -4.264
H 4.116 -1.470 0.041
H -0.281 0.338 4.019
H 4.062 5.680 1.352
H 1.449 3.752 5.514
H 0.032 -0.870 -2.702
H -5.140 -3.324 -4.470
H -3.724 -3.090 -6.333
H 4.753 5.237 4.971
H -4.283 -5.046 -7.567
H -1.179 0.198 -3.544
H 0.999 5.805 7.076
H 0.952 8.117 3.256
*
```


3.
Molecular formula: C20H26K2N6O12S3Zn
Method: DFT, the ωB97M-V functional and the def2-TZVPD basis

As for the HOMO-LUMO gap: 2.95 eV. The total energy is -6183.0275 hartree. For the LUMO energy, the calculation gives 2.99 eV. Its strongest force on any atom is 8.14 eV Å⁻¹.

```
! wB97M-V def2-TZVPD RIJCOSX def2/J DEFGRID3
* xyz -2 1
Zn 3.539 -1.288 -2.174
K 0.312 0.507 0.093
K 2.829 -0.853 3.537
S 1.096 -0.978 -2.879
S 3.450 -1.071 0.414
S 2.563 -4.192 2.804
O 4.263 -1.818 1.389
O 2.269 -5.390 3.494
O 2.544 -0.178 1.024
O 1.983 -2.163 -3.047
O 2.734 -1.951 -0.461
O 3.809 -3.592 3.278
O 2.066 -0.071 -2.324
O 4.342 -0.477 -0.576
O 0.115 -1.234 -1.797
O 1.528 -3.187 2.882
O 2.957 -4.434 1.412
O 0.483 -0.446 -4.108
N 4.482 2.333 -0.769
N -2.019 -1.853 -3.944
N -0.955 -2.618 2.120
N -1.466 2.580 2.027
N 0.063 2.067 -2.629
N -0.269 0.370 4.150
C -3.128 -2.612 2.584
C -3.709 3.905 2.269
C -2.531 -2.045 -5.197
C -2.844 -2.425 -2.984
C -1.599 -2.221 0.984
C -3.688 -2.751 -5.036
C 4.287 4.493 -0.356
C -1.203 1.775 -2.364
C -2.355 -0.124 5.694
C 5.094 2.999 -1.769
C -3.928 -3.063 -3.651
C -1.643 2.711 -1.444
C -2.983 -2.054 1.311
C -1.909 -2.848 3.101
C 0.552 2.912 -1.678
C -1.198 0.215 4.887
C 4.803 4.337 -1.623
C -2.448 3.213 2.123
C 4.035 3.225 0.152
C -0.528 3.462 -1.092
H 5.027 5.097 -2.356
H 1.608 3.078 -1.529
H 0.529 1.469 -3.296
H 5.453 2.481 -2.646
H -1.932 -1.842 -6.072
H -4.327 -3.115 -5.827
H -3.893 4.424 1.328
H -2.615 2.876 -1.003
H -2.666 -1.165 5.607
H -4.530 3.201 2.403
H 3.932 5.464 -0.044
H -3.180 0.535 5.421
H -0.350 4.202 -0.325
H -2.741 -2.328 -1.914
H -2.052 0.005 6.733
H 3.604 2.840 1.065
H 4.273 1.345 -0.726
H -3.726 4.596 3.111
H -1.176 -1.379 -3.653
H -4.866 -3.485 -3.321
H -1.021 -1.938 0.117
H 0.029 -2.822 2.224
H -1.702 1.027 -2.962
H -4.044 -2.691 3.149
H -3.763 -1.652 0.681
H -1.664 -3.387 4.004
*
```


4.
Molecular formula: C7H18AlFNO2S
Method: DFT, the ωB97M-V functional and the def2-TZVPD basis

As for the HOMO-LUMO gap: 6.85 eV. The total energy is -1223.2737 hartree. For the LUMO energy, the calculation gives 2.69 eV. Its strongest force on any atom is 0.74 eV Å⁻¹.

```
! wB97M-V def2-TZVPD RIJCOSX def2/J DEFGRID3
* xyz -1 1
S 1.171 0.809 -2.898
Al -0.702 -0.354 2.248
F -0.888 -1.398 4.930
O 0.586 -0.259 -2.140
O 2.284 0.586 -3.791
N 0.847 -0.108 1.159
C -0.623 2.710 -2.770
C -0.138 1.664 -3.770
C -0.414 -1.834 3.645
C -0.818 -3.706 1.973
C -1.093 -3.166 3.380
C 1.552 2.133 -1.750
C 0.641 3.305 -2.133
H -1.635 -4.337 1.629
H 0.062 -4.345 1.995
H 0.403 3.912 -1.261
H 1.337 1.753 -0.748
H 0.831 -0.653 0.305
H -0.901 0.946 -4.058
H -1.231 3.473 -3.255
H -1.960 -0.626 1.268
H 1.711 -0.284 1.659
H 0.661 -2.028 3.750
H 1.146 3.949 -2.857
H 0.301 2.124 -4.655
H -0.676 -2.909 1.252
H -0.955 1.031 3.068
H 2.608 2.374 -1.837
H -2.160 -3.087 3.571
H -0.712 -3.907 4.092
H -1.232 2.231 -2.001
*
```


5.
Molecular formula: C11H21IN
Method: DFT, the ωB97M-V functional and the def2-TZVPD basis

The relative energy (zero: lowest compared OMol25 entry of this formula, charge and spin) comes out at 0.0 kJ/mol. As for the HOMO-LUMO gap (alpha / beta): 7.42 / 7.42 eV. The total energy is -783.7820 hartree. For the LUMO energy (alpha / beta), the calculation gives -5.75 / -5.75 eV. Its strongest force on any atom is 5.68 eV Å⁻¹.

```
! wB97M-V def2-TZVPD RIJCOSX def2/J DEFGRID3
* xyz 1 1
I 0.125 -4.563 -0.656
N 0.066 -1.670 -1.912
C -0.261 -1.595 -3.009
C -1.132 2.478 1.351
C 1.180 -0.714 0.728
C 2.447 -2.936 0.594
C -0.085 0.168 0.959
C -0.644 -1.639 -4.410
C 1.159 -2.290 0.953
C -0.806 3.990 1.831
C 0.215 1.702 0.818
C -2.202 2.638 0.267
C -0.034 -2.820 0.429
H -0.961 -2.582 -4.764
H 2.363 -4.082 0.699
H -0.584 0.065 1.996
H 0.391 -1.425 -4.830
H -0.091 4.394 1.140
H 2.774 -2.753 -0.389
H -1.364 1.772 2.248
H 3.197 -2.650 1.254
H 1.060 -2.357 2.117
H -1.109 -0.704 -4.695
H -1.606 4.559 1.701
H -0.669 0.013 0.144
H 1.087 2.041 1.392
H -2.605 1.733 -0.119
H -1.566 2.961 -0.666
H -0.971 -2.328 0.643
H 0.380 2.019 -0.200
H -2.921 3.390 0.427
H 1.943 -0.331 1.376
H 1.579 -0.551 -0.267
H -0.354 4.067 2.850
*
```


6.
Molecular formula: C14H5F3O10Pt
Method: DFT, the ωB97M-V functional and the def2-TZVPD basis

The relative energy (zero: lowest compared OMol25 entry of this formula, charge and spin) comes out at 0.0 kJ/mol. As for the HOMO-LUMO gap (alpha / beta): 8.21 / 5.63 eV. Its expectation value of S² is 6.0247. The total energy is -1707.6995 hartree. For the LUMO energy (alpha / beta), the calculation gives -1.33 / -3.90 eV. Its strongest force on any atom is 0.33 eV Å⁻¹.

```
! wB97M-V def2-TZVPD RIJCOSX def2/J DEFGRID3
* xyz 0 5
Pt 0.880 0.388 1.271
F -0.789 1.135 5.683
F 1.347 0.914 5.929
F 0.528 2.787 5.218
O 2.621 1.099 0.059
O -1.823 -3.537 0.689
O 4.103 2.664 -1.990
O 1.657 1.069 3.166
O 0.289 -0.236 -0.769
O 0.099 2.279 0.479
O -0.136 4.713 -1.196
O -0.463 0.552 3.099
O -0.220 -1.427 0.952
O 2.365 4.935 -2.768
C 2.099 4.079 -1.982
C -2.479 -4.099 -1.476
C 0.950 2.740 -0.323
C -0.303 -1.259 -0.335
C -2.468 -3.875 -2.835
C 2.241 2.127 -0.544
C 3.007 2.904 -1.572
C 0.523 0.985 3.722
C -1.049 -1.976 -2.559
C 0.393 1.460 5.178
C -1.043 -2.183 -1.171
C -1.765 -3.257 -0.623
C 0.796 3.961 -1.170
C -1.751 -2.811 -3.390
H -1.307 -2.886 1.192
H -3.028 -4.538 -3.482
H -1.752 -2.646 -4.458
H -3.034 -4.919 -1.041
H -0.488 -1.140 -2.956
*
```


Which formula does entry 6 have?
C14H5F3O10Pt


The lowest strongest force on any atom belongs to which entry?
C14H5F3O10Pt